P | ORCA calculation (wB97M-V/def2-TZVPD) on a cluster of 15 separate species, H30O15 in total.

Calculated values
net charge: 0
E_LUMO: -0.0245 hartree
HOMO energy: -10.48 eV

Last column: natural (NBO) charge in e.
Cartesian coordinates (Å):
O -2.65780 3.17336 -0.98911  -0.9205
O -1.04803 1.27389 1.95864  -0.9395
O 2.92452 -0.32716 1.40184  -0.9315
O 2.67635 2.14471 1.84268  -0.9484
O -2.18579 0.19994 -3.62012  -0.9288
O 2.23551 0.51607 -1.91776  -0.9413
O 1.87280 -3.80695 -0.57281  -0.9330
O -1.07497 4.10555 1.20434  -0.9263
O -2.32733 -5.24889 -0.60074  -0.9217
O -1.31224 -1.52321 4.19776  -0.9460
O 0.41514 2.95467 -0.47315  -0.9276
O 1.43594 -2.89592 -2.66408  -0.9419
O -2.61905 0.63398 4.44982  -0.9608
O -0.26235 -0.50203 -0.71617  -0.9357
O 0.89986 0.11673 -4.07631  -0.9357
H 2.73062 -0.94633 2.11460  0.4705
H -1.47422 -4.93442 -0.92060  0.4552
H 1.30897 -4.45512 -1.00980  0.4614
H -1.33874 -0.25506 -3.68699  0.4522
H -1.72151 4.59422 1.72605  0.4572
H -0.27898 2.29993 -0.60919  0.4576
H -0.24864 4.57945 1.35126  0.4682
H -3.25774 2.47277 -0.70940  0.4653
H 1.22858 2.43765 -0.47374  0.4696
H 0.69855 -3.30263 -2.19522  0.4406
H -1.97662 1.11702 -3.83040  0.4742
H 2.91421 1.10531 -1.56970  0.4480
H -2.52107 -4.67752 0.15092  0.4671
H -0.33155 0.25637 -0.12538  0.4765
H -2.91637 1.48375 4.10559  0.4820
H -0.15332 1.61893 1.86148  0.5002
H 2.20447 -3.11012 -2.12327  0.4907
H -0.89279 -1.13686 -0.35766  0.4553
H 0.89885 -0.58264 -4.73953  0.4738
H 0.24798 -0.17354 -3.42840  0.4674
H -1.53774 -1.52337 3.26067  0.4565
H 2.55044 0.29116 -2.80050  0.4898
H -0.93484 0.47285 2.48259  0.4411
H -1.95989 2.70859 -1.46439  0.4571
H 3.14113 1.41360 2.26510  0.4805
H 3.29332 2.45859 1.17200  0.4595
H -2.15841 -1.40013 4.64256  0.4977
H 3.85691 -0.47652 1.20863  0.4710
H 1.42885 -3.63739 0.26573  0.4819
H -1.77303 0.48670 4.01215  0.4706


Q | ORCA calculation (wB97M-V/def2-TZVPD) on a cluster of 15 separate species, H30O15 in total.

Calculated values
net charge: 0
E_LUMO: -0.0446 hartree
HOMO energy: -9.38 eV

Last column: natural (NBO) charge in e.
Cartesian coordinates (Å):
O -3.11851 -0.59570 -1.05227  -0.9554
O 1.46251 1.85678 1.56126  -0.9950
O -2.51514 -0.27476 1.69128  -0.9854
O -0.37751 -2.16739 -2.18573  -0.9676
O -1.11927 2.02503 2.53516  -0.9700
O -0.52361 -1.98596 2.00544  -0.9274
O -0.05416 0.02594 -0.26359  -0.9916
O 0.92151 -0.12257 3.49126  -0.9551
O 3.60517 0.38071 2.72991  -0.9227
O -2.24889 -3.53521 -0.68833  -0.9526
O 1.65383 2.20833 -1.13993  -0.9537
O -0.67933 3.12962 -0.30993  -0.9562
O -1.62344 1.24836 -3.77800  -0.9234
O 2.06560 -1.07690 0.62895  -0.9221
O 1.03733 0.21625 -3.34298  -0.9536
H -1.50040 -3.08160 -1.04619  0.4800
H -0.10342 -2.35275 1.26595  0.4741
H -1.52015 0.98103 -4.67097  0.4525
H -1.81737 2.09732 3.17677  0.4736
H 0.19424 2.91714 -0.62079  0.4719
H 0.79722 -0.13941 0.13894  0.4856
H 1.13312 1.47625 -1.38666  0.5035
H -3.30980 -0.69971 1.33533  0.4735
H 0.58856 -0.86382 2.98165  0.4564
H -1.07660 -1.88074 -2.75240  0.5071
H -1.84138 -0.96579 1.66169  0.4984
H 0.54312 1.89212 1.71033  0.5071
H 1.07743 0.53211 2.84023  0.4712
H 1.42483 1.01251 -3.69556  0.4891
H -2.05316 -3.90077 0.20448  0.4630
H -0.85523 0.81147 -3.37661  0.4684
H 3.00501 0.44283 1.99260  0.4714
H -1.50811 1.28935 2.03112  0.4977
H -0.02410 -0.57736 -0.99606  0.4675
H 2.91086 -0.69756 0.35099  0.4783
H -3.80737 -0.17681 -0.57214  0.4630
H 2.07194 -1.92607 0.15146  0.4761
H -0.38573 -2.65003 2.69032  0.4914
H -0.94891 4.00668 -0.55406  0.4697
H -2.29809 -0.37902 -0.59230  0.4904
H 1.56660 2.08494 0.65574  0.4738
H 1.84457 -0.30228 -3.39312  0.4700
H 4.40231 -0.06735 2.44015  0.4468
H 0.45474 -2.08703 -2.69150  0.4828
H 2.54918 1.87180 -1.16191  0.4778


Most stable to least stable: Q, P


P | ORCA calculation (wB97M-V/def2-TZVPD) on a cluster of 2 separate species, C5H6N2 in total.

Calculated values
net charge: 0
E_LUMO (spin up / spin down): -0.0117 / -0.0113 hartree
HOMO energy (spin up / spin down): -8.49 / -8.55 eV

Last column: natural (NBO) charge in e.
Cartesian coordinates (Å):
N -2.62893 1.62217 -0.95475  -0.2561
N -0.16886 -0.26154 0.60976  -0.2837
C 1.02811 1.58312 -2.48194  -0.2561
C -0.33643 -1.17299 1.70434  -0.2537
C -0.50950 0.66627 -0.13037  0.1038
C 1.01031 -0.85865 1.09740  -0.2240
C -1.74015 1.13352 -0.42136  0.1233
H 0.03987 1.17904 -2.92780  0.0863
H -0.85350 -2.02233 1.33873  0.2217
H 1.42109 -1.63024 0.48484  0.2209
H 1.74618 0.71784 -2.56747  0.0667
H 1.57458 -0.10473 1.56024  0.2253
H -0.58276 -0.85147 2.68838  0.2256


Q | ORCA calculation (wB97M-V/def2-TZVPD) on a structure of composition C5H6N2.

Calculated values
net charge: 0
E_LUMO: 0.0358 hartree
HOMO energy: -8.75 eV

Last column: natural (NBO) charge in e.
Cartesian coordinates (Å):
N 0.56390 0.41960 0.10455  -0.3680
N -0.75048 -0.13397 -1.63661  -0.4659
C -0.62288 1.24758 -1.52282  -0.0709
C 0.11669 1.61719 -0.43050  -0.1250
C 0.38419 -0.40980 1.32870  -0.1876
C -0.01179 -0.56001 -0.65460  0.3713
C 0.11833 -1.63357 0.40017  -0.4413
H 0.45298 2.58883 -0.09577  0.2191
H 1.24172 -0.42953 2.00360  0.2009
H -0.78607 -2.20901 0.60492  0.2302
H 0.97960 -2.29672 0.28163  0.2270
H -1.09343 1.89891 -2.24875  0.2089
H -0.52258 -0.10628 1.86058  0.2014


Most stable to least stable: Q, P


P | ORCA calculation (wB97M-V/def2-TZVPD) on the molecule C5H6N2.

Calculated values
net charge: 0
E_LUMO (spin up / spin down): -0.0331 / -0.0333 hartree
HOMO energy (spin up / spin down): -9.24 / -9.22 eV

Last column: natural (NBO) charge in e.
Cartesian coordinates (Å):
N -1.45997 0.40746 1.43817  -0.4482
N 0.16519 -0.27967 0.08180  -0.3309
C 0.73127 -0.87432 -1.12376  -0.3656
C -0.45248 -0.67996 -2.04614  0.0033
C -0.32364 1.14180 1.66743  -0.0743
C 0.68637 0.74685 0.83510  -0.1140
C -1.14040 -0.43147 0.48546  0.1567
H 1.71727 1.05212 0.73801  0.2211
H -0.29551 1.91175 2.42923  0.2132
H -0.48038 0.41594 -2.20576  0.0922
H 1.62593 -0.30208 -1.40025  0.2219
H -1.78248 -1.18996 0.05748  0.2256
H 1.00882 -1.91846 -0.95675  0.1990


Q | ORCA calculation (wB97M-V/def2-TZVPD) on the molecule C5H6N2.

Calculated values
net charge: 0
E_LUMO: 0.0337 hartree
HOMO energy: -9.77 eV

Last column: natural (NBO) charge in e.
Cartesian coordinates (Å):
N -2.03176 -1.08938 0.86716  -0.3272
N 0.11661 1.21795 0.34016  -0.3297
C 1.02392 -0.75200 -0.16446  -0.4058
C 0.33051 -0.20150 1.10020  -0.1797
C -0.88079 0.90004 -0.68411  -0.3047
C 0.52804 0.47855 -0.90277  -0.0919
C -0.96213 -0.84699 1.24556  0.2816
H 0.90208 -0.10594 2.02968  0.2482
H 2.11232 -0.72953 -0.05949  0.2226
H 1.15967 0.94615 -1.65492  0.2069
H -1.66585 0.22235 -0.32233  0.2338
H 0.71519 -1.73401 -0.52942  0.2216
H -1.34781 1.69431 -1.26526  0.2242


R | ORCA calculation (wB97M-V/def2-TZVPD) on the molecule C5H6N2.

Calculated values
net charge: 0
E_LUMO: 0.0314 hartree
HOMO energy: -8.90 eV

Last column: natural (NBO) charge in e.
Cartesian coordinates (Å):
N -0.42015 1.31598 -0.19060  -0.2825
N 0.18629 0.10599 0.19520  -0.2175
C 1.06692 0.16613 1.23368  0.0225
C -1.23317 0.92237 -1.14048  -0.0111
C 1.82482 -0.94350 1.43154  -0.4711
C -1.22445 -0.41377 -1.30742  -0.3483
C -0.34648 -0.95414 -0.36506  -0.0335
H -1.63783 -0.97258 -2.05946  0.2164
H 0.84429 1.05847 2.04339  0.2414
H -1.70824 1.68688 -2.08322  0.2126
H -0.33858 -1.96347 -0.18044  0.2267
H 2.33512 -0.73555 2.36558  0.2337
H 1.61647 -1.69018 0.76844  0.2107


S | ORCA calculation (wB97M-V/def2-TZVPD) on the molecule C5H6N2.

Calculated values
net charge: 0
E_LUMO (spin up / spin down): -0.0059 / -0.0362 hartree
HOMO energy (spin up / spin down): -9.93 / -8.20 eV

Last column: natural (NBO) charge in e.
Cartesian coordinates (Å):
N 0.20072 -0.38442 1.40406  -0.2381
N -2.72985 -1.16993 -0.40144  -0.3043
C -1.60590 -1.19730 -0.12520  0.2719
C -0.17330 -1.15694 0.22479  -0.2300
C 0.69474 -0.29682 -0.68274  -0.3563
C -0.13523 1.61510 0.18841  -0.2937
C 0.82050 0.64871 0.68094  -0.1534
H -1.14341 1.59445 0.59400  0.2046
H 0.01562 2.14787 -0.74952  0.1851
H 1.69599 -0.70716 -0.83067  0.2244
H 1.83816 0.99487 0.92467  0.2077
H 0.18978 -2.19384 0.28997  0.2537
H 0.31126 0.08750 -1.62860  0.2285


Most stable to least stable: Q, R, P, S


P | ORCA calculation (wB97M-V/def2-TZVPD) on the molecule C5H6N2.

Calculated values
net charge: 0
E_LUMO: -0.0083 hartree
HOMO energy: -8.33 eV

Last column: natural (NBO) charge in e.
Cartesian coordinates (Å):
N -2.05987 -1.78504 -0.20930  -0.1888
N -1.49810 -0.68425 -0.09554  -0.1500
C -2.21344 0.58592 -0.00265  -0.0771
C -1.33110 1.60363 0.10563  -0.2332
C -0.09201 -0.39880 0.07734  0.1325
C 0.04326 0.92482 0.11029  -0.2440
C 1.17958 -1.30055 0.01780  -0.6237
H 2.00933 -0.67814 0.27289  0.2237
H -3.27534 0.46425 -0.25062  0.2392
H -1.49724 2.70572 0.18041  0.2403
H 0.99722 -2.10440 0.71855  0.2295
H 1.21186 -1.75331 -0.94102  0.2278
H 1.04544 1.39204 0.19462  0.2238


Q | ORCA calculation (wB97M-V/def2-TZVPD) on the molecule C5H6N2.

Calculated values
net charge: 0
E_LUMO: 0.0340 hartree
HOMO energy: -8.37 eV

Last column: natural (NBO) charge in e.
Cartesian coordinates (Å):
N -1.33143 -1.34608 -0.07706  -0.3911
N 2.13388 -0.08393 -0.14796  -0.8007
C 0.07472 1.07050 -0.03532  -0.2347
C 0.78082 -0.10264 0.00825  0.1037
C 0.08459 -1.32156 0.07377  -0.0491
C -1.30647 0.99202 -0.04250  -0.2068
C -2.03039 -0.22661 -0.10719  -0.0187
H 0.49438 2.14482 0.05558  0.2232
H 2.72306 -1.11661 -0.17329  0.3867
H -3.07374 -0.20227 0.10510  0.1960
H 0.63103 -2.31892 0.05032  0.1997
H -1.88462 1.88251 -0.00236  0.2035
H 2.70417 0.62876 0.29264  0.3884


R | ORCA calculation (wB97M-V/def2-TZVPD) on a cluster of 2 separate species, C5H6N2 in total.

Calculated values
net charge: 0
E_LUMO: -0.0154 hartree
HOMO energy: -9.06 eV

Last column: natural (NBO) charge in e.
Cartesian coordinates (Å):
N -1.03501 0.75667 2.47995  -0.2295
N -0.77008 0.43045 -0.88450  -0.3280
C -0.23815 1.15935 0.24387  -0.1532
C 0.72835 0.57451 -0.73608  -0.1363
C 0.89093 -0.82886 -0.29094  -0.2721
C -0.29005 0.56939 1.59514  0.0950
C -0.58687 -1.03557 -0.61331  -0.2650
H 1.37104 1.24031 -1.30701  0.2309
H -0.85303 -1.55290 -1.54047  0.2181
H 1.70594 -1.49534 -0.60427  0.2357
H 0.69824 -0.53371 1.31871  0.1593
H -1.17079 -1.44042 0.21691  0.2006
H -0.47776 2.21592 0.24807  0.2446


Most stable to least stable: Q, P, R